{"formula": "C15H22N2O4", "method": "ωB97M-V/def2-TZVPD", "gap_ev": 9.754, "charge": 0, "smiles": "O=C([C@H](CO)NC(=O)[C@H]1C[C@@]2(C1)C[C@]21CC1)N1CCCO1", "lumo_energy_ev": 0.73, "elements": ["O", "C", "C", "C", "O", "N", "C", "O", "C", "C", "C", "C", "C", "C", "C", "C", "N", "C", "C", "C", "O", "H", "H", "H", "H", "H", "H", "H", "H", "H", "H", "H", "H", "H", "H", "H", "H", "H", "H", "H", "H", "H", "H"], "positions_angstrom": [[1.676, -2.896, -1.627], [2.334, -1.976, -1.189], [1.912, -1.285, 0.105], [2.382, -2.111, 1.305], [3.789, -2.222, 1.230], [0.468, -1.224, 0.087], [-0.217, -0.318, 0.826], [0.341, 0.490, 1.553], [-1.716, -0.335, 0.659], [-2.346, 0.881, -0.080], [-3.448, 0.858, 0.973], [-2.568, 0.035, 1.899], [-4.897, 0.721, 0.625], [-4.352, 2.042, 1.185], [-4.557, 2.377, 2.670], [-3.777, 3.309, 1.797], [3.389, -1.481, -1.953], [2.970, -0.886, -3.238], [4.236, -0.153, -3.627], [4.667, 0.420, -2.279], [4.070, -0.415, -1.275], [2.325, -0.283, 0.161], [2.056, -1.597, 2.213], [1.897, -3.091, 1.239], [4.113, -2.695, 2.001], [-0.020, -1.899, -0.479], [-2.064, -1.270, 0.214], [-1.703, 1.754, 0.066], [-2.603, 0.769, -1.131], [-2.990, -0.781, 2.482], [-1.967, 0.688, 2.539], [-5.323, 0.676, -0.371], [-5.467, 0.200, 1.384], [-5.581, 2.683, 2.853], [-4.088, 1.771, 3.434], [-2.704, 3.216, 1.924], [-4.108, 4.285, 1.467], [2.670, -1.676, -3.919], [2.134, -0.194, -3.085], [4.970, -0.866, -3.999], [4.066, 0.625, -4.368], [5.748, 0.422, -2.139], [4.281, 1.431, -2.133]]}

---

{"formula": "C15H22O4S", "method": "ωB97M-V/def2-TZVPD", "gap_ev": 9.055, "charge": 0, "lumo_energy_ev": 0.68, "elements": ["C", "C", "C", "C", "C", "C", "C", "C", "C", "O", "C", "C", "C", "C", "C", "O", "S", "O", "O", "C", "H", "H", "H", "H", "H", "H", "H", "H", "H", "H", "H", "H", "H", "H", "H", "H", "H", "H", "H", "H", "H", "H"], "positions_angstrom": [[3.906, 0.672, 2.077], [2.987, 0.526, 0.834], [3.063, 1.447, -0.312], [2.119, 1.228, -1.414], [1.135, 0.142, -1.435], [0.147, -0.082, -2.637], [0.439, -1.469, -3.372], [0.150, 1.077, -3.703], [1.050, -0.788, -0.273], [0.075, -1.768, -0.359], [-0.447, -2.208, 0.893], [-1.665, -1.316, 1.443], [-2.074, -0.193, 0.390], [-3.196, 0.781, 0.981], [-2.425, 1.661, 2.082], [-2.929, 1.247, 3.372], [-2.416, -0.316, 3.769], [-3.647, -1.108, 3.581], [-1.220, -0.796, 2.714], [2.000, -0.562, 0.803], [4.612, 1.543, 1.975], [3.283, 0.900, 2.992], [4.522, -0.231, 2.313], [3.791, 2.285, -0.353], [2.165, 1.920, -2.293], [-0.868, -0.224, -2.161], [1.539, -1.660, -3.497], [0.037, -2.338, -2.779], [-0.108, -1.468, -4.359], [-0.884, 1.100, -4.158], [0.383, 2.090, -3.299], [0.828, 0.769, -4.549], [0.294, -2.313, 1.724], [-0.840, -3.251, 0.715], [-2.537, -2.015, 1.483], [-1.221, 0.488, 0.134], [-2.458, -0.632, -0.565], [-3.504, 1.506, 0.177], [-4.065, 0.229, 1.408], [-1.312, 1.599, 1.977], [-2.685, 2.754, 1.976], [1.977, -1.223, 1.707]]}

---

{"formula": "C15H22O6", "method": "ωB97M-V/def2-TZVPD", "gap_ev": 8.324, "charge": 0, "smiles": "CC1=CC(=O)C=CC1=O.CCOC(C)=O.CCOC(C)=O", "lumo_energy_ev": -1.54, "elements": ["C", "C", "C", "C", "O", "C", "C", "C", "O", "H", "H", "H", "H", "H", "H", "C", "C", "O", "C", "C", "O", "H", "H", "H", "H", "H", "H", "H", "H", "C", "C", "O", "C", "C", "O", "H", "H", "H", "H", "H", "H", "H", "H"], "positions_angstrom": [[-4.337, 2.042, 6.816], [-3.049, 1.330, 6.193], [-2.548, 1.839, 4.966], [-1.229, 1.157, 4.363], [-0.855, 1.422, 3.187], [-0.346, 0.143, 5.233], [-0.851, -0.383, 6.455], [-2.304, 0.112, 6.913], [-2.862, -0.499, 7.864], [-4.101, 3.171, 6.804], [-5.281, 1.915, 6.196], [-4.498, 1.751, 7.901], [-3.038, 2.703, 4.398], [0.699, -0.168, 4.904], [-0.275, -1.093, 7.123], [2.157, 1.581, -2.200], [0.950, 2.489, -2.092], [-0.268, 1.731, -2.147], [-0.841, 1.141, -1.080], [-0.055, 1.017, 0.195], [-1.944, 0.655, -1.179], [2.209, 0.880, -1.364], [3.079, 2.166, -2.218], [2.102, 0.982, -3.113], [0.978, 3.125, -1.205], [0.930, 3.162, -2.952], [0.434, 0.041, 0.220], [-0.749, 1.093, 1.035], [0.684, 1.802, 0.338], [2.135, -4.156, -5.945], [2.895, -3.287, -4.964], [2.846, -1.907, -5.353], [1.841, -1.067, -5.041], [0.561, -1.631, -4.492], [1.948, 0.115, -5.270], [1.075, -3.897, -5.974], [2.226, -5.210, -5.676], [2.523, -4.016, -6.957], [2.554, -3.417, -3.934], [3.950, -3.570, -4.977], [-0.143, -1.784, -5.313], [0.141, -0.909, -3.789], [0.686, -2.560, -3.939]]}

---

{"formula": "C15H23BCdN6Si", "method": "ωB97M-V/def2-TZVPD", "gap_ev": [5.211, 3.304], "charge": 2, "lumo_energy_ev": [-8.96, -10.87], "elements": ["C", "N", "N", "C", "C", "B", "N", "N", "C", "C", "C", "Cd", "N", "N", "C", "C", "C", "H", "H", "H", "H", "H", "H", "H", "H", "H", "H", "H", "C", "H", "H", "H", "C", "Si", "C", "C", "C", "C", "H", "H", "H", "H", "H", "H", "H", "H", "H"], "positions_angstrom": [[-0.423, 3.294, -1.211], [-0.456, 2.067, -1.752], [0.020, 2.150, -3.053], [0.318, 3.454, -3.309], [0.003, 4.214, -2.158], [0.090, 0.838, -3.946], [1.139, -0.060, -3.214], [0.860, -0.532, -1.941], [1.929, -1.256, -1.571], [2.894, -1.281, -2.607], [2.333, -0.529, -3.636], [-1.672, 0.420, -1.076], [-1.247, -0.057, -4.002], [-1.903, -0.498, -2.843], [-2.949, -1.286, -3.252], [-3.012, -1.328, -4.652], [-1.920, -0.509, -5.095], [-3.584, -1.711, -2.485], [-1.572, -0.174, -6.095], [-3.769, -1.865, -5.256], [0.497, 1.126, -5.037], [2.687, -0.319, -4.640], [0.700, 3.732, -4.276], [3.854, -1.766, -2.614], [0.049, 5.296, -2.034], [1.994, -1.729, -0.599], [-0.720, 3.424, -0.161], [-0.982, -3.623, 0.354], [-0.874, -3.522, 1.502], [0.065, -2.868, 1.611], [2.815, -1.207, 1.725], [-1.711, -2.735, 1.699], [-1.126, 0.738, 4.112], [0.357, -0.136, 4.861], [1.338, 0.970, 6.018], [0.052, -1.666, 5.900], [1.348, -0.533, 3.370], [2.134, -0.876, 2.497], [-1.890, 1.125, 4.803], [-1.600, 0.042, 3.406], [-0.715, 1.573, 3.520], [1.128, 0.689, 7.060], [2.410, 0.820, 5.826], [1.090, 2.029, 5.868], [-0.928, -2.121, 5.707], [0.830, -2.419, 5.711], [0.117, -1.393, 6.963]]}

---

{"formula": "C15H23BF10N3O9PS", "method": "ωB97M-V/def2-TZVPD", "gap_ev": 3.268, "charge": -2, "lumo_energy_ev": 1.75, "elements": ["O", "P", "C", "O", "B", "C", "C", "C", "F", "F", "C", "F", "F", "S", "F", "F", "F", "F", "F", "C", "O", "N", "C", "O", "F", "O", "C", "C", "O", "O", "H", "H", "H", "H", "H", "H", "H", "H", "H", "C", "C", "O", "N", "C", "H", "H", "H", "H", "H", "H", "H", "C", "C", "O", "N", "C", "H", "H", "H", "H", "H", "H", "H"], "positions_angstrom": [[-0.819, 2.565, 1.360], [0.177, 3.766, 1.088], [1.701, 3.272, 0.030], [2.820, 2.792, 0.899], [2.951, 1.300, 0.878], [2.085, 0.838, 2.193], [2.799, -0.211, 3.203], [2.461, -1.780, 3.079], [3.771, -2.463, 2.736], [2.182, -2.280, 4.478], [1.408, -2.307, 1.974], [1.684, -3.793, 1.849], [1.655, -1.811, 0.569], [-0.407, -2.199, 2.371], [-0.760, -1.131, 1.054], [-0.655, -3.503, 1.230], [-0.329, -3.453, 3.587], [-0.243, -0.941, 3.508], [-2.118, -2.162, 2.710], [4.400, 0.621, 0.528], [4.500, -0.096, -0.625], [5.680, 0.739, 1.335], [5.727, 1.989, 2.183], [5.698, 3.253, 1.754], [5.882, 1.796, 3.672], [2.160, 0.983, -0.364], [1.262, 2.009, -0.917], [1.546, 2.050, -2.534], [2.512, 2.795, -3.110], [0.715, 1.204, -3.446], [0.673, 4.300, 2.355], [-0.542, 4.771, 0.309], [1.936, 4.108, -0.765], [1.896, 1.837, 2.822], [1.028, 0.510, 1.815], [2.493, 0.133, 4.306], [3.986, -0.075, 3.188], [5.815, -0.128, 1.925], [0.195, 1.537, -0.821], [-2.019, 4.988, -4.119], [-2.136, 4.532, -2.691], [-1.567, 5.114, -1.770], [-2.904, 3.435, -2.431], [-3.646, 2.621, -3.365], [-1.377, 5.871, -4.170], [-1.570, 4.199, -4.729], [-3.005, 5.255, -4.509], [-2.935, 3.189, -1.448], [-4.698, 2.644, -3.073], [-3.274, 1.596, -3.291], [-3.545, 2.971, -4.393], [-4.494, -6.544, -0.054], [-4.621, -6.119, -1.491], [-5.503, -6.557, -2.227], [-3.717, -5.218, -1.974], [-2.619, -4.593, -1.276], [-5.282, -7.263, 0.186], [-3.526, -7.024, 0.110], [-4.606, -5.677, 0.604], [-3.867, -4.981, -2.948], [-2.767, -3.511, -1.312], [-1.695, -4.847, -1.801], [-2.548, -4.916, -0.237]]}